One molecule with the formula C3H2N2, computed with ωB97M-V with the def2-TZVPD basis set.

Bonds (Å) are listed after each position.
Element x y z (Å)
1 C -0.8038 -0.6458 -0.0102  C3 1.341, H6 1.036
2 C 1.4902 -1.1427 0.1162  N4 1.182
3 C -0.4619 0.6476 0.0833  C1 1.341, N5 1.347, H7 1.182
4 N 1.5518 0.0321 0.0011  C2 1.182, N5 1.345
5 N 0.7868 1.1379 -0.0334  C3 1.347, N4 1.345
6 H -1.2431 -1.4481 -0.4964  C1 1.036
7 H -1.3201 1.4189 0.3394  C3 1.182

Properties
- total energy (a.u.) = -224.75146
- gap between HOMO and LUMO (spin up / spin down) (eV) = 7.95 / 6.82
- F_max (eV Å⁻¹) = 3.06
- charge = 0
- 2S+1 = 1
- E_LUMO (spin up / spin down) (eV) = -1.66 / -2.46

One molecule with the formula C4H7NO, computed with ωB97M-V with the def2-TZVPD basis set.

Bonds (Å) are listed after each position.
Element x y z (Å)
1 C 1.8674 -0.2837 0.4709  C2 1.499, H7 1.088, H8 1.098, H9 1.092
2 C 0.5929 0.4550 0.1913  C1 1.499, O3 1.216, C4 1.488
3 O 0.4540 1.6442 0.4051  C2 1.216
4 C -0.4550 -0.3271 -0.5181  C2 1.488, C5 1.487, N6 1.452, H10 1.089
5 C -1.7981 -0.1751 0.1011  C4 1.487, N6 1.447, H11 1.088, H12 1.085
6 N -1.4974 0.4421 -1.1731  C4 1.452, C5 1.447, H13 1.021
7 H 2.3827 -0.2371 -0.4860  C1 1.088
8 H 1.7145 -1.3418 0.7199  C1 1.098
9 H 2.4647 0.2217 1.2329  C1 1.092
10 H -0.1525 -1.2607 -0.9897  C4 1.089
11 H -1.8243 0.4503 0.9915  C5 1.088
12 H -2.4880 -1.0122 0.0786  C5 1.085
13 H -1.2609 1.4242 -1.0245  N6 1.021

Properties
- total energy (a.u.) = -286.57012
- gap between HOMO and LUMO (eV) = 10.95
- F_max (eV Å⁻¹) = 0.52
- charge = 0
- 2S+1 = 1
- E_LUMO (eV) = 0.97

One molecule with the formula C3H4N4O, computed with ωB97M-V with the def2-TZVPD basis set.

Bonds (Å) are listed after each position.
Element x y z (Å)
1 N -2.2844 -1.2229 0.1881  N2 1.477, H9 0.971, H10 1.174
2 N -1.3798 -0.3858 1.0012  N1 1.477, C3 1.386
3 C -0.3252 0.2440 0.3600  N2 1.386, C4 1.488, N8 1.359
4 C 0.2640 0.0413 -0.9913  C3 1.488, N5 1.270, H11 1.130
5 N 1.2660 0.6354 -1.4975  C4 1.270, O6 1.501
6 O 2.0923 1.4644 -0.5576  N5 1.501, C7 1.302
7 C 1.7843 1.2672 0.6923  O6 1.302, N8 1.268, H12 1.186
8 N 0.7172 0.7136 1.0944  C3 1.359, C7 1.268
9 H -2.9877 -1.5824 0.7533  N1 0.971
10 H -1.9270 -2.1025 -0.5023  N1 1.174
11 H 0.0370 -0.6427 -1.8611  C4 1.130
12 H 2.7432 1.5706 1.3205  C7 1.186

Properties
- total energy (a.u.) = -410.78983
- gap between HOMO and LUMO (eV) = 8.12
- F_max (eV Å⁻¹) = 4.60
- charge = 0
- 2S+1 = 1
- E_LUMO (eV) = -0.42

Q: Number 3 is which compound?
A: C3H4N4O

Q: What is the F_max in the third record?
A: 4.60 eV Å⁻¹

Q: What is the 2S+1 in the first record?
A: 1